Record 1
# C54H46Cl2InNO31PS

A molecular structure, C54H46Cl2InNO31PS at a distorted geometry (the ωB97M-V functional and the def2-TZVPD basis, the OMol25 dataset).

Results
charge = -1
lowest unoccupied orbital energy = -0.2788 eV
gap between HOMO and LUMO = 4.919 eV

Geometry as XYZ:
```
137
C54H46Cl2InNO31PS, DFT the ωB97M-V functional and the def2-TZVPD basis
C 2.5745 -1.6255 5.1587
C 3.2153 -2.5432 4.0838
Cl 4.3462 -3.8664 4.6013
C 2.9487 -2.3577 2.7570
Cl 3.7678 -3.5046 1.6043
In 1.6387 -0.7768 1.8547
C -0.5591 -1.0802 2.1709
C -0.9485 -1.8777 3.4575
O -0.8967 -1.0670 4.6607
C -2.4914 -2.2863 3.2974
N -3.3567 -1.1129 3.0343
C 2.1387 1.3246 2.4735
C 2.9452 1.7034 3.6505
C 3.1262 3.1316 3.9169
C 2.5620 4.1884 3.0652
C 1.7886 3.8282 1.8761
C 1.5834 2.4008 1.6204
P 1.9957 -0.8751 -0.7029
O 1.2343 0.4155 -1.5091
O 1.1660 -2.2800 -1.2419
S 3.8522 -1.1224 -1.2148
H 1.6929 -1.1037 4.7277
H 3.3286 -0.9297 5.6080
H 2.2556 -2.2958 6.0029
H -1.0749 -0.0842 2.1938
H -0.9505 -1.6332 1.2748
H -0.4034 -2.8427 3.5973
H -1.7210 -1.2663 5.1281
H -2.5675 -2.9167 2.3701
H -2.8583 -2.8941 4.1640
H -3.0514 -0.3041 3.5817
H -3.2868 -0.8358 2.0576
H 3.3850 0.9169 4.2996
H 3.7198 3.5028 4.7866
H 2.6907 5.2701 3.2765
H 1.3749 4.6094 1.2069
H 0.9684 2.1343 0.7340
H 0.9281 0.0408 -2.3607
H 0.2134 -2.0768 -1.2096
C 1.1621 -7.7268 -1.7004
C 1.7816 -6.7727 -0.9937
C 1.7192 -6.7448 0.5001
O 2.3100 -5.8746 1.1004
C 0.9328 -7.7812 1.1743
C 0.3143 -8.7275 0.4652
C 0.4006 -8.7696 -1.0248
O -0.1698 -9.6677 -1.6282
O -0.4193 -9.6923 1.0594
O 2.4849 -5.8011 -1.5923
H 1.1997 -7.7603 -2.7802
H 0.8797 -7.7410 2.2535
H -0.7570 -10.2465 0.3321
H 2.8321 -5.2375 -0.8706
C 2.1953 2.0538 -7.7374
C 2.8275 3.0302 -7.0816
C 2.8058 3.1120 -5.5896
O 3.4120 4.0094 -5.0364
C 2.0443 2.1010 -4.8572
C 1.4094 1.1266 -5.5146
C 1.4534 1.0291 -7.0034
O 0.8746 0.1138 -7.5591
O 0.6996 0.1853 -4.8647
O 3.5157 3.9875 -7.7314
H 2.2055 1.9828 -8.8162
H 2.0214 2.1797 -3.7777
H 0.3436 -0.3996 -5.5584
H 3.8761 4.5657 -7.0335
C 1.4662 10.2609 1.7216
C 1.5022 9.0028 1.2721
C 0.7984 7.8967 1.9893
O 0.8416 6.7710 1.5349
C 0.0844 8.2228 3.2235
C 0.0520 9.4798 3.6736
C 0.7325 10.5901 2.9421
O 0.6607 11.7239 3.3803
O -0.5956 9.8072 4.8078
O 2.1715 8.6725 0.1543
H 1.9692 11.0702 1.2109
H -0.4058 7.4107 3.7427
H -0.4700 10.7685 4.9101
H 2.0424 7.7111 0.0464
C -5.6324 1.9861 3.7211
C -6.2078 3.1469 3.4009
C -5.7043 4.4457 3.9408
O -6.2498 5.4807 3.6064
C -4.5684 4.4125 4.8603
C -3.9923 3.2504 5.1837
C -4.4809 1.9552 4.6220
O -3.9188 0.9225 4.9261
O -2.9483 3.1928 6.0270
O -7.2731 3.2038 2.5703
H -5.9857 1.0390 3.3348
H -4.2238 5.3570 5.2577
H -2.7159 2.2473 6.0929
H -7.4961 4.1518 2.4973
C -4.3416 2.8214 -1.4564
C -5.2626 3.1043 -0.5289
C -5.9372 4.4430 -0.4831
O -6.7848 4.6609 0.3624
C -5.5382 5.4461 -1.4695
C -4.6154 5.1602 -2.3917
C -3.9626 3.8185 -2.4553
O -3.1412 3.5992 -3.3252
O -4.2296 6.0662 -3.3082
O -5.6204 2.1954 0.4002
H -3.8482 1.8604 -1.5034
H -6.0187 6.4131 -1.4157
H -3.5590 5.6140 -3.8535
H -6.2993 2.6251 0.9596
C -3.3071 -5.5774 -2.7415
C -4.4603 -5.2899 -2.1317
C -5.1724 -6.2980 -1.2897
O -6.2116 -5.9851 -0.7383
C -4.5845 -7.6304 -1.1693
C -3.4316 -7.9213 -1.7816
C -2.7058 -6.9034 -2.6022
O -1.6514 -7.2031 -3.1275
O -2.8726 -9.1398 -1.6866
O -5.0360 -4.0787 -2.2451
H -2.7816 -4.8555 -3.3514
H -5.1182 -8.3559 -0.5714
H -2.0473 -9.0941 -2.2143
H -5.8514 -4.1276 -1.7125
C 7.4512 -3.4431 -5.3693
C 8.0982 -2.4799 -4.7085
C 8.0808 -2.4074 -3.2161
O 8.7012 -1.5222 -2.6581
C 7.3074 -3.4121 -2.4902
C 6.6564 -4.3740 -3.1504
C 6.6961 -4.4622 -4.6406
O 6.1042 -5.3659 -5.2017
O 5.9351 -5.3082 -2.5046
O 8.7986 -1.5278 -5.3534
H 7.4584 -3.5070 -6.4486
H 7.2870 -3.3389 -1.4114
H 5.5673 -5.8819 -3.2014
H 9.1673 -0.9589 -4.6520
```

Here are the Löwdin charges for atoms 1 to 6, given in e: -0.134, -0.779, 0.507, -0.652, 0.493, 0.661



Record 2
# C54H48As2IN5Ti

A molecular structure, C54H48As2IN5Ti at a distorted geometry (the ωB97M-V functional and the def2-TZVPD basis, the OMol25 dataset).

Results
<S²> = 2.03
charge = 0
lowest unoccupied orbital energy (alpha / beta) = -0.5203 / -0.4358 eV
multiplicity = 3
gap between HOMO and LUMO (alpha / beta) = 4.899 / 7.077 eV

Geometry as XYZ:
```
111
C54H48As2IN5Ti, DFT the ωB97M-V functional and the def2-TZVPD basis
Ti 0.7214 0.1635 -0.3274
C 2.7817 3.5432 -1.9791
C 3.4065 2.9952 -3.1141
C 3.2297 1.6564 -3.3638
C 2.4517 0.8809 -2.4966
N 1.9155 1.4007 -1.3399
C 2.0672 2.7227 -1.1430
C 2.0684 -0.4819 -2.7481
C 2.2656 -1.1892 -3.9369
C 1.7162 -2.4637 -4.0524
C 1.1050 -3.0529 -2.9661
C 1.0187 -2.3354 -1.7581
N 1.4220 -1.0352 -1.6971
C 0.7061 -2.8711 -0.4738
C 0.6465 -4.2527 -0.1874
C 0.7709 -4.6992 1.1020
C 1.0059 -3.7423 2.1073
C 0.9746 -2.4089 1.7682
N 0.7477 -1.9308 0.5400
H 2.8359 4.6018 -1.7765
H 3.9770 3.6124 -3.7911
H 3.6581 1.1889 -4.2380
H 1.5616 3.1447 -0.2782
H 2.7896 -0.7463 -4.7666
H 1.7856 -2.9911 -4.9904
H 0.6964 -4.0470 -3.0322
H 0.5558 -4.9546 -1.0005
H 0.7601 -5.7544 1.3376
H 1.2107 -4.0301 3.1259
H 1.1765 -1.6653 2.5297
C 3.4083 0.2274 1.6573
N 2.0621 0.6590 1.3584
C 1.6479 1.7682 1.8743
C 0.3339 2.2125 1.6138
C -0.3930 3.2979 2.1216
C -1.6767 3.1755 1.6083
C -1.6759 2.0421 0.8026
N -0.4683 1.4547 0.7840
C 4.1262 -0.0616 0.3636
C 4.0540 -1.3293 -0.2030
C 4.6810 -1.5916 -1.4089
C 5.3947 -0.5937 -2.0486
C 5.4797 0.6703 -1.4873
C 4.8463 0.9339 -0.2844
H 3.3623 -0.6850 2.2705
H 3.9420 1.0075 2.2256
H 2.2796 2.3762 2.5362
H -0.0085 4.0619 2.7700
H -2.5163 3.8179 1.7810
H -2.5151 1.6623 0.2377
H 3.5262 -2.1165 0.3164
H 4.6150 -2.5824 -1.8380
H 5.8794 -0.7979 -2.9907
H 6.0391 1.4480 -1.9881
H 4.9066 1.9237 0.1465
C -2.8198 -0.8331 2.6486
C -2.8414 -1.9605 1.6133
As -2.4192 -1.2478 -0.1826
C -4.1062 -0.2244 -0.4940
C -4.2336 0.5388 -1.6564
C -5.3342 1.3467 -1.8822
C -6.3441 1.4161 -0.9381
C -6.2531 0.6444 0.2064
C -5.1527 -0.1673 0.4205
C -2.9565 -2.8253 -1.2398
C -2.5784 -4.1066 -0.8528
C -2.8266 -5.2009 -1.6638
C -3.4673 -5.0351 -2.8800
C -3.8715 -3.7692 -3.2672
C -3.6067 -2.6771 -2.4613
As -0.9735 -0.3514 3.1580
C -0.6672 -1.7566 4.5316
C 0.4669 -1.6458 5.3347
C 0.8463 -2.6562 6.1999
C 0.1104 -3.8281 6.2590
C -1.0069 -3.9628 5.4565
C -1.3950 -2.9376 4.6109
C -1.3533 1.1463 4.3702
C -2.6197 1.6597 4.6107
C -2.7923 2.8235 5.3409
C -1.6959 3.4958 5.8508
C -0.4271 2.9809 5.6446
C -0.2607 1.8259 4.9031
H -3.4083 -1.0936 3.5404
H -3.2526 0.0774 2.2169
H -3.8004 -2.4963 1.6046
H -2.0640 -2.7002 1.8358
H -3.4480 0.5231 -2.4047
H -5.3908 1.9296 -2.7903
H -7.1936 2.0630 -1.0914
H -7.0450 0.6701 0.9406
H -5.1259 -0.7588 1.3242
H -2.0736 -4.2563 0.0930
H -2.5183 -6.1887 -1.3516
H -3.6506 -5.8802 -3.5271
H -4.3919 -3.6317 -4.2036
H -3.9175 -1.6903 -2.7791
H 1.0672 -0.7425 5.2693
H 1.7242 -2.5330 6.8188
H 0.4167 -4.6342 6.9088
H -1.5802 -4.8774 5.4804
H -2.2764 -3.0809 4.0034
H -3.4906 1.1649 4.2048
H -3.7913 3.2061 5.4993
H -1.8258 4.4286 6.3820
H 0.4356 3.4943 6.0482
H 0.7425 1.4602 4.6980
I -0.4026 2.0790 -3.4758
C -0.7268 0.5812 -1.9232
H -0.9885 -0.3131 -2.5115
H -1.6375 0.9824 -1.4861
```

Here are the Löwdin charges for atoms 1 to 6, given in e: 0.784, -0.052, -0.052, -0.049, -0.277, -0.041



Values of total energy, in order: -6322.60444; -7979.05517, all in Ha.